1.
{"formula": "C24H60B3MgO12S6", "method": "ωB97M-V with the def2-TZVPD basis set", "symbols": ["Mg", "B", "H", "H", "H", "H", "B", "H", "H", "H", "H", "B", "H", "H", "H", "H", "C", "C", "C", "S", "O", "O", "C", "H", "H", "H", "H", "H", "H", "H", "H", "C", "C", "C", "S", "O", "O", "C", "H", "H", "H", "H", "H", "H", "H", "H", "C", "C", "C", "S", "O", "O", "C", "H", "H", "H", "H", "H", "H", "H", "H", "C", "C", "C", "S", "O", "O", "C", "H", "H", "H", "H", "H", "H", "H", "H", "C", "C", "C", "S", "O", "O", "C", "H", "H", "H", "H", "H", "H", "H", "H", "C", "C", "C", "S", "O", "O", "C", "H", "H", "H", "H", "H", "H", "H", "H"], "positions_angstrom": [[16.50, 7.48, -18.99], [13.42, 7.67, -17.18], [13.56, 8.49, -17.87], [14.04, 7.84, -16.31], [12.41, 7.66, -16.80], [13.73, 6.75, -17.64], [16.38, 7.37, -22.27], [17.43, 7.23, -22.06], [16.23, 7.35, -23.34], [15.82, 6.52, -21.89], [16.02, 8.29, -21.84], [18.68, 9.61, -17.46], [19.41, 10.25, -17.00], [17.88, 10.18, -17.92], [19.19, 9.06, -18.23], [18.25, 8.90, -16.77], [19.55, 7.48, -8.73], [18.46, 7.16, -7.70], [17.17, 7.97, -8.01], [17.37, 8.69, -9.77], [17.70, 10.08, -9.56], [16.18, 8.33, -10.52], [18.86, 7.67, -10.10], [20.34, 6.74, -8.86], [20.09, 8.42, -8.56], [18.72, 7.27, -6.65], [18.14, 6.12, -7.65], [16.87, 8.83, -7.40], [16.30, 7.34, -8.16], [19.42, 8.23, -10.85], [18.45, 6.74, -10.48], [14.11, 16.86, -13.37], [15.33, 16.90, -14.29], [15.47, 15.47, -14.80], [13.77, 14.89, -15.15], [13.60, 13.60, -14.44], [13.45, 15.08, -16.55], [12.96, 16.10, -14.12], [13.89, 17.89, -13.11], [14.38, 16.35, -12.45], [16.21, 17.29, -13.77], [15.25, 17.58, -15.14], [15.84, 14.76, -14.06], [16.13, 15.21, -15.63], [12.26, 15.64, -13.43], [12.48, 16.85, -14.75], [22.35, 2.21, -20.28], [22.74, 1.77, -18.84], [21.67, 2.38, -17.94], [20.04, 2.21, -18.77], [19.44, 3.52, -18.71], [19.34, 0.96, -18.36], [20.82, 1.89, -20.44], [22.99, 1.73, -21.01], [22.47, 3.30, -20.31], [23.78, 2.00, -18.61], [22.74, 0.68, -18.82], [21.96, 3.43, -17.98], [21.66, 2.23, -16.86], [20.26, 2.39, -21.22], [20.71, 0.81, -20.55], [26.89, 9.40, -20.11], [25.77, 10.41, -19.73], [26.06, 11.84, -20.20], [27.96, 12.00, -20.22], [28.28, 12.92, -19.11], [28.55, 12.09, -21.57], [28.20, 10.16, -19.72], [26.81, 9.15, -21.16], [26.77, 8.52, -19.48], [25.87, 10.51, -18.65], [24.78, 10.05, -20.00], [25.67, 12.61, -19.54], [25.69, 11.91, -21.22], [28.27, 10.04, -18.64], [29.14, 9.85, -20.17], [24.73, 13.47, -12.77], [24.20, 13.64, -11.33], [25.15, 14.60, -10.59], [26.86, 14.27, -11.20], [27.56, 13.59, -10.13], [27.47, 15.49, -11.70], [26.29, 13.19, -12.58], [24.56, 14.42, -13.27], [24.09, 12.78, -13.31], [24.34, 12.66, -10.87], [23.15, 13.90, -11.23], [25.23, 14.54, -9.51], [24.99, 15.59, -11.03], [26.46, 12.16, -12.28], [26.95, 13.47, -13.41], [18.48, 14.10, -24.73], [17.88, 15.33, -25.37], [18.77, 16.56, -25.05], [19.34, 16.23, -23.28], [18.54, 16.98, -22.31], [20.79, 16.31, -23.30], [18.75, 14.38, -23.31], [19.41, 13.83, -25.23], [17.90, 13.18, -24.80], [16.89, 15.47, -24.94], [17.74, 15.21, -26.45], [18.39, 17.56, -25.24], [19.65, 16.47, -25.68], [17.79, 14.44, -22.80], [19.42, 13.82, -22.66]], "charge": -1, "orbital_gap_ev": 5.459, "lumo_energy_ev": -1.0, "homo_energy_ha": -0.236, "total_energy_ev": -122902.095}

2.
{"formula": "C24H60BF4O20P4", "method": "ωB97M-V with the def2-TZVPD basis set", "symbols": ["B", "F", "F", "F", "F", "C", "C", "O", "C", "H", "H", "H", "H", "H", "H", "C", "C", "O", "C", "H", "H", "H", "H", "H", "H", "C", "C", "O", "C", "H", "H", "H", "H", "H", "H", "C", "C", "O", "C", "H", "H", "H", "H", "H", "H", "C", "O", "P", "O", "O", "C", "O", "C", "H", "H", "H", "H", "H", "H", "H", "H", "H", "C", "O", "P", "O", "O", "C", "O", "C", "H", "H", "H", "H", "H", "H", "H", "H", "H", "C", "O", "P", "O", "O", "C", "O", "C", "H", "H", "H", "H", "H", "H", "H", "H", "H", "C", "O", "P", "O", "O", "C", "O", "C", "H", "H", "H", "H", "H", "H", "H", "H", "H"], "positions_angstrom": [[20.12, 46.75, 50.19], [20.63, 47.74, 49.45], [19.54, 47.30, 51.32], [19.09, 46.20, 49.45], [21.14, 45.81, 50.50], [19.56, 41.94, 53.64], [18.29, 42.69, 53.26], [17.24, 42.10, 53.24], [18.35, 44.25, 53.04], [19.32, 40.89, 54.04], [20.08, 42.62, 54.06], [19.93, 41.84, 52.87], [19.07, 44.72, 52.20], [18.71, 44.65, 53.92], [17.44, 44.35, 52.82], [18.85, 50.05, 53.55], [17.48, 49.50, 54.00], [16.52, 50.24, 54.08], [17.38, 48.13, 54.57], [18.99, 50.99, 53.20], [19.19, 49.77, 52.67], [19.51, 49.86, 54.36], [17.75, 47.14, 54.04], [16.39, 47.95, 54.90], [18.09, 48.24, 55.42], [23.20, 48.92, 52.34], [24.21, 48.65, 51.23], [24.72, 49.68, 50.56], [24.55, 47.21, 50.86], [22.48, 48.22, 52.03], [22.77, 49.86, 52.32], [23.73, 48.92, 53.30], [24.61, 46.73, 51.78], [25.21, 47.24, 50.14], [23.68, 46.87, 50.18], [16.27, 47.08, 50.81], [14.82, 47.67, 50.82], [13.87, 46.96, 50.68], [14.71, 49.23, 50.82], [16.96, 47.56, 50.37], [16.26, 46.01, 50.78], [16.58, 47.17, 51.87], [13.77, 49.42, 51.06], [15.07, 49.76, 49.87], [15.36, 49.69, 51.53], [16.29, 43.36, 50.06], [16.57, 42.31, 49.13], [17.58, 41.16, 49.48], [18.14, 40.40, 48.34], [18.76, 41.88, 50.21], [19.61, 42.86, 49.52], [16.93, 40.14, 50.57], [17.76, 39.11, 51.11], [17.17, 43.90, 50.32], [15.66, 43.01, 50.96], [15.76, 44.13, 49.34], [19.96, 43.66, 50.10], [18.89, 43.40, 48.78], [20.48, 42.46, 48.85], [17.99, 38.41, 50.35], [17.30, 38.57, 51.81], [18.51, 39.56, 51.62], [25.96, 40.95, 47.63], [25.22, 42.04, 48.14], [25.11, 42.43, 49.65], [25.79, 41.46, 50.63], [25.87, 43.88, 49.83], [27.34, 43.91, 49.82], [23.55, 42.59, 50.08], [23.20, 43.42, 51.17], [25.34, 40.10, 47.92], [26.87, 41.02, 48.12], [26.15, 41.00, 46.49], [27.60, 44.91, 49.64], [27.92, 43.26, 49.22], [27.67, 43.88, 50.84], [22.15, 43.72, 51.28], [23.56, 44.35, 50.82], [23.91, 43.15, 52.00], [24.62, 42.47, 43.79], [24.44, 42.61, 45.32], [24.47, 44.04, 46.07], [23.89, 45.02, 45.09], [23.46, 43.98, 47.39], [22.42, 44.99, 47.61], [25.96, 44.44, 46.47], [26.36, 45.79, 46.94], [25.66, 42.27, 43.67], [24.08, 43.18, 43.28], [24.14, 41.44, 43.59], [23.14, 45.70, 47.96], [22.05, 44.76, 48.52], [21.76, 45.24, 46.84], [25.90, 45.64, 47.88], [25.91, 46.65, 46.43], [27.51, 45.91, 46.88], [20.30, 47.52, 46.21], [21.26, 47.23, 45.11], [22.62, 48.05, 44.90], [22.21, 49.52, 44.92], [23.60, 47.76, 46.24], [23.76, 48.74, 47.25], [23.46, 47.80, 43.58], [24.78, 48.38, 43.55], [19.28, 47.17, 46.16], [20.19, 48.48, 46.30], [20.86, 47.36, 47.26], [24.15, 49.76, 46.98], [24.38, 48.23, 48.02], [22.94, 49.05, 47.82], [25.58, 47.96, 43.01], [25.53, 48.31, 44.38], [24.67, 49.43, 43.10]], "charge": -1, "orbital_gap_ev": 9.495, "lumo_energy_ev": 2.0, "homo_energy_ha": -0.275, "total_energy_ev": -115516.658}

3.
{"formula": "C24H60BF4O20P4", "method": "ωB97M-V with the def2-TZVPD basis set", "symbols": ["B", "F", "F", "F", "F", "C", "C", "O", "C", "H", "H", "H", "H", "H", "H", "C", "C", "O", "C", "H", "H", "H", "H", "H", "H", "C", "C", "O", "C", "H", "H", "H", "H", "H", "H", "C", "C", "O", "C", "H", "H", "H", "H", "H", "H", "C", "O", "P", "O", "O", "C", "O", "C", "H", "H", "H", "H", "H", "H", "H", "H", "H", "C", "O", "P", "O", "O", "C", "O", "C", "H", "H", "H", "H", "H", "H", "H", "H", "H", "C", "O", "P", "O", "O", "C", "O", "C", "H", "H", "H", "H", "H", "H", "H", "H", "H", "C", "O", "P", "O", "O", "C", "O", "C", "H", "H", "H", "H", "H", "H", "H", "H", "H"], "positions_angstrom": [[24.92, 38.56, 24.71], [23.62, 38.58, 25.24], [25.85, 38.51, 25.83], [25.10, 37.37, 24.02], [25.21, 39.61, 24.01], [25.44, 40.48, 19.83], [24.71, 39.15, 19.46], [23.79, 39.17, 18.72], [25.01, 37.84, 20.28], [24.65, 41.15, 19.61], [26.26, 40.70, 19.23], [25.41, 40.57, 20.95], [25.95, 37.15, 19.93], [24.26, 37.23, 20.22], [25.18, 38.08, 21.25], [29.01, 37.80, 24.85], [29.71, 37.62, 26.16], [30.40, 36.67, 26.47], [29.39, 38.73, 27.27], [29.34, 37.01, 24.09], [29.01, 38.78, 24.68], [28.09, 37.55, 25.11], [29.33, 38.23, 28.26], [28.36, 38.89, 27.16], [29.96, 39.56, 27.42], [26.13, 34.85, 25.98], [25.42, 33.48, 26.46], [24.43, 33.00, 26.10], [26.31, 32.86, 27.55], [25.93, 34.91, 24.81], [27.03, 34.82, 26.18], [25.62, 35.72, 26.32], [27.31, 32.92, 27.10], [25.79, 32.02, 27.83], [26.26, 33.46, 28.40], [22.13, 35.66, 23.30], [21.54, 34.38, 22.80], [21.46, 34.21, 21.61], [21.50, 33.29, 23.75], [23.10, 35.44, 23.82], [21.34, 36.29, 23.73], [22.48, 36.35, 22.57], [22.41, 33.49, 24.40], [21.60, 32.29, 23.22], [20.67, 33.40, 24.33], [19.59, 44.84, 23.85], [20.48, 44.42, 22.81], [20.50, 42.79, 22.36], [19.38, 42.04, 23.01], [20.23, 42.78, 20.75], [18.96, 42.79, 20.14], [21.92, 42.09, 22.66], [22.19, 40.72, 22.24], [19.59, 45.74, 23.96], [19.64, 44.32, 24.73], [18.52, 44.51, 23.51], [18.48, 42.04, 20.75], [18.81, 42.63, 19.10], [18.51, 43.69, 20.18], [21.58, 39.92, 22.95], [23.26, 40.57, 22.36], [21.88, 40.50, 21.06], [27.62, 41.79, 25.28], [28.60, 42.64, 24.87], [29.40, 43.56, 25.96], [28.69, 43.90, 27.28], [30.28, 42.18, 26.33], [30.95, 41.38, 25.34], [30.70, 44.48, 25.69], [31.58, 44.82, 26.66], [26.66, 42.06, 25.35], [27.74, 41.42, 26.22], [27.72, 40.92, 24.56], [30.18, 40.72, 24.66], [31.53, 40.65, 25.76], [31.61, 42.07, 24.91], [32.04, 45.66, 26.42], [32.34, 43.90, 26.73], [31.13, 45.12, 27.57], [17.44, 39.65, 28.07], [17.80, 40.79, 27.38], [18.21, 40.74, 25.91], [17.64, 39.57, 25.26], [17.35, 42.13, 25.46], [16.34, 41.89, 24.43], [19.81, 40.72, 25.77], [20.55, 39.49, 25.52], [16.47, 39.21, 27.90], [17.59, 39.81, 29.04], [18.15, 38.79, 27.95], [16.29, 42.97, 24.07], [15.34, 41.68, 24.84], [16.67, 41.44, 23.53], [21.67, 39.74, 25.40], [20.29, 39.05, 24.66], [20.55, 38.84, 26.42], [22.69, 35.23, 27.72], [22.36, 35.39, 28.97], [23.01, 36.66, 29.88], [24.41, 36.36, 30.18], [22.88, 38.12, 29.12], [24.10, 38.60, 28.32], [22.31, 36.70, 31.33], [22.80, 37.50, 32.44], [23.75, 35.40, 27.60], [22.42, 36.14, 27.08], [22.56, 34.09, 27.55], [24.77, 39.13, 28.95], [23.69, 39.44, 27.70], [24.35, 37.83, 27.72], [23.59, 37.00, 32.85], [22.01, 37.78, 32.96], [23.27, 38.36, 31.90]], "charge": -1, "orbital_gap_ev": 8.757, "lumo_energy_ev": 1.6, "homo_energy_ha": -0.262, "total_energy_ev": -115515.904}

4.
{"formula": "C24H60In2N4Na3O16P2", "method": "ωB97M-V with the def2-TZVPD basis set", "symbols": ["In", "In", "Na", "Na", "Na", "P", "O", "O", "O", "O", "P", "O", "O", "O", "O", "C", "O", "C", "C", "N", "C", "C", "O", "C", "H", "H", "H", "H", "H", "H", "H", "H", "H", "H", "H", "H", "H", "H", "H", "C", "O", "C", "C", "N", "C", "C", "O", "C", "H", "H", "H", "H", "H", "H", "H", "H", "H", "H", "H", "H", "H", "H", "H", "C", "O", "C", "C", "N", "C", "C", "O", "C", "H", "H", "H", "H", "H", "H", "H", "H", "H", "H", "H", "H", "H", "H", "H", "C", "O", "C", "C", "N", "C", "C", "O", "C", "H", "H", "H", "H", "H", "H", "H", "H", "H", "H", "H", "H", "H", "H", "H"], "positions_angstrom": [[-0.42, 2.39, -3.86], [-2.29, 4.19, -0.48], [-3.22, -0.21, -1.66], [1.82, 2.63, -0.56], [0.39, -1.52, 0.46], [-0.24, 0.67, -0.93], [0.30, 0.17, -2.31], [0.94, 0.59, 0.07], [-1.34, -0.29, -0.41], [-0.72, 2.11, -1.08], [0.79, 5.00, -1.90], [1.51, 3.83, -2.60], [-0.58, 4.90, -2.65], [1.45, 6.33, -1.81], [0.41, 4.58, -0.45], [2.06, -3.25, -6.70], [1.45, -3.65, -5.50], [1.73, -2.78, -4.43], [0.73, -3.12, -3.33], [0.98, -2.37, -2.14], [2.30, -2.34, -1.55], [2.72, -3.49, -0.65], [2.01, -3.50, 0.55], [2.07, -4.71, 1.30], [1.80, -2.23, -6.98], [1.63, -3.85, -7.51], [3.14, -3.41, -6.70], [1.62, -1.74, -4.79], [2.78, -2.95, -4.18], [0.82, -4.17, -3.04], [-0.29, -2.88, -3.64], [0.62, -1.35, -2.13], [2.28, -1.49, -0.85], [3.13, -2.00, -2.19], [3.78, -3.35, -0.38], [2.83, -4.44, -1.20], [3.13, -4.98, 1.42], [1.70, -5.56, 0.72], [1.66, -4.57, 2.29], [-0.54, 3.04, 2.21], [-1.77, 2.87, 1.52], [-2.82, 2.24, 2.24], [-3.74, 1.66, 1.21], [-4.17, 2.68, 0.21], [-5.32, 3.51, 0.51], [-5.56, 4.44, -0.65], [-4.49, 5.40, -0.70], [-4.88, 6.78, -0.73], [-0.73, 3.59, 3.14], [0.13, 3.65, 1.61], [-0.05, 2.10, 2.48], [-3.33, 2.99, 2.85], [-2.37, 1.44, 2.83], [-4.61, 1.14, 1.62], [-3.25, 0.85, 0.63], [-4.19, 2.19, -0.67], [-5.18, 4.06, 1.44], [-6.21, 2.91, 0.77], [-6.56, 4.86, -0.54], [-5.49, 3.93, -1.62], [-4.98, 7.18, 0.29], [-5.82, 6.94, -1.25], [-4.11, 7.42, -1.16], [-5.65, -2.59, -0.92], [-4.22, -2.47, -0.95], [-3.56, -3.68, -1.28], [-2.05, -3.56, -1.04], [-1.59, -2.91, 0.16], [-2.06, -3.59, 1.38], [-1.57, -2.87, 2.61], [-0.16, -2.79, 2.58], [0.34, -2.07, 3.73], [-5.91, -3.62, -0.68], [-6.13, -2.36, -1.88], [-6.04, -1.97, -0.12], [-3.80, -4.06, -2.28], [-3.88, -4.50, -0.63], [-1.68, -3.00, -1.92], [-1.54, -4.52, -1.18], [-1.74, -1.90, 0.13], [-1.55, -4.56, 1.39], [-3.15, -3.72, 1.36], [-1.83, -3.56, 3.43], [-2.10, -1.96, 2.93], [1.39, -2.30, 3.87], [-0.15, -2.39, 4.64], [0.19, -1.01, 3.49], [3.79, -0.70, 5.72], [3.67, 0.25, 4.67], [4.13, -0.21, 3.43], [3.33, 0.55, 2.34], [3.78, 0.22, 1.01], [5.03, 0.75, 0.53], [5.16, 2.28, 0.42], [4.11, 2.75, -0.42], [4.52, 3.89, -1.17], [3.13, -0.30, 6.49], [4.82, -0.91, 6.01], [3.26, -1.64, 5.48], [4.03, -1.30, 3.32], [5.19, 0.01, 3.25], [3.51, 1.60, 2.65], [2.26, 0.43, 2.47], [3.02, 0.49, 0.38], [5.37, 0.30, -0.40], [5.82, 0.49, 1.25], [6.15, 2.57, 0.06], [5.04, 2.74, 1.41], [5.22, 3.68, -1.99], [5.00, 4.63, -0.52], [3.66, 4.37, -1.64]], "charge": 3, "orbital_gap_ev": 2.191, "lumo_energy_ev": -12.6, "homo_energy_ha": -0.544, "total_energy_ev": -106730.562}